[1]
The following is a quantum chemistry calculation of the molecule C3H5NS2, from the Open Molecules 2025 dataset.

Summary:
E_HOMO in eV: -8.8
SMILES string: C[C@@H]1NC(=S)S1
Gap between HOMO and LUMO in eV: 8.827

Last column: Mulliken charge in e.
Positions of all 11 atoms, in Å:
C -2.077 -0.013 0.005  0.2562
C 0.242 -0.330 -0.340  0.3614
C 1.566 -0.283 0.398  -1.3586
N -0.530 0.876 0.002  -0.4820
S -3.568 0.567 0.102  -0.2641
S -1.203 -1.439 -0.139  -0.1109
H 0.651 -0.210 -1.452  0.2565
H 2.071 0.547 0.132  0.3894
H 2.079 -1.228 0.362  0.3559
H 1.271 -0.222 1.411  0.3751
H -0.503 1.734 -0.483  0.2212

Forces on the atoms, in the same order (eV/Å):
C 2.900 3.997 -0.141
C 1.250 2.588 -3.490
C -3.043 -3.939 1.731
N -4.307 -3.387 1.723
S 0.787 -0.584 -0.012
S 1.251 -1.252 -0.003
H -1.655 -0.985 1.562
H 1.893 2.530 -1.121
H 0.745 -0.182 -0.604
H 0.047 0.464 1.491
H 0.131 0.749 -1.135



[2]
The following is a quantum chemistry calculation of a structure of composition C3H5NS2, from the Open Molecules 2025 dataset.

Summary:
E_HOMO in eV: -8.6
Gap between HOMO and LUMO in eV: 8.261

Last column: Mulliken charge in e.
Positions of all 11 atoms, in Å:
C -0.430 -0.950 0.417  -0.2598
C -0.668 -1.484 -0.957  -0.4899
C 0.137 0.470 0.060  0.0958
H 1.291 -1.756 0.673  0.3419
H 0.801 -1.191 2.321  0.3281
H -1.463 -0.679 0.881  0.3101
H -0.023 -2.374 -1.309  0.3495
H -1.831 -1.691 -0.846  0.2562
N 0.336 -1.626 1.367  -0.6060
S -0.165 0.237 -1.653  -0.0896
S 0.455 1.692 1.127  -0.2364

Forces on the atoms, in the same order (eV/Å):
C -1.430 4.328 3.113
C -1.317 -0.810 -0.456
C -1.345 0.207 0.825
H -2.705 -0.128 3.066
H -2.260 -0.499 -3.538
H 1.515 -0.468 -0.608
H -1.182 1.570 0.481
H 2.456 0.061 -1.671
N 6.314 -2.004 -0.025
S -0.162 -1.063 0.383
S 0.116 -1.194 -1.572



[3]
The following is a quantum chemistry calculation of the molecule C3H5NS3, from the Open Molecules 2025 dataset.

Summary:
E_HOMO in eV: -8.5
Gap between HOMO and LUMO in eV: 7.411

Last column: Mulliken charge in e.
Positions of all 12 atoms, in Å:
C -1.782 -1.101 0.689  -0.7416
C -0.678 0.925 -0.506  0.1499
C 0.797 0.679 -0.926  0.0105
H -0.715 -1.323 1.005  0.2594
H -2.123 -0.360 1.354  0.2865
H -2.355 -2.057 0.623  0.2949
H 1.152 0.805 -2.003  0.3617
H 3.637 -0.328 0.844  0.1463
N 1.588 0.476 0.096  -0.3586
S -1.462 -0.445 -0.950  -0.0737
S -1.320 2.338 -0.003  -0.1912
S 3.261 0.391 -0.222  -0.1441

Forces on the atoms, in the same order (eV/Å):
C 2.287 -1.880 -0.056
C 2.662 3.240 -0.732
C 1.433 1.373 2.083
H -1.346 -0.211 0.144
H -1.033 0.705 0.616
H 0.291 1.032 0.118
H -0.680 -0.310 1.281
H -0.279 0.057 0.118
N -1.218 0.122 -1.828
S -2.819 -3.198 -1.381
S 0.675 -0.899 0.087
S 0.026 -0.032 -0.449



[4]
The following is a quantum chemistry calculation of the molecule C3H5O2P, from the Open Molecules 2025 dataset.

Summary:
E_HOMO (spin up / spin down) in eV: -8.5 / -9.2
Gap between HOMO and LUMO (spin up / spin down) in eV: 6.266 / 8.672

Last column: Mulliken charge in e.
Positions of all 11 atoms, in Å:
C -0.223 -0.609 -0.943  0.3635
C 1.893 0.235 0.425  -0.9267
C 0.569 0.005 -0.153  -0.3237
O -1.549 -0.430 -0.952  -0.3081
O -3.609 0.557 0.190  -0.4308
P -2.363 -0.092 0.542  0.4040
H -0.009 -1.223 -1.856  0.3103
H 2.364 1.140 0.130  0.2773
H 2.544 -0.697 0.359  0.2878
H 1.752 0.203 1.516  0.2460
H -1.369 0.910 0.743  0.1005

Forces on the atoms, in the same order (eV/Å):
C -0.294 -1.135 -2.374
C -0.356 -2.616 1.091
C 1.779 1.088 1.168
O -2.956 -0.277 1.424
O -2.193 0.672 -0.080
P 2.590 -0.633 -2.201
H 0.679 0.248 0.990
H 0.492 0.610 -0.304
H -0.400 1.162 -0.634
H 0.048 0.604 -0.033
H 0.612 0.277 0.953



[5]
The following is a quantum chemistry calculation of a structure of composition C3H5O2P, from the Open Molecules 2025 dataset.

Summary:
E_HOMO in eV: -10.9
Gap between HOMO and LUMO in eV: 11.352

Last column: Mulliken charge in e.
Positions of all 11 atoms, in Å:
C 0.901 -1.210 -0.233  -0.0793
C 0.546 -0.523 0.675  0.0497
C 0.030 0.453 1.597  -1.1849
O -0.711 -0.476 -2.735  -0.5666
O 0.259 1.457 -1.313  -0.5675
P -0.565 0.230 -1.454  0.6961
H 1.502 -1.786 -0.882  0.4705
H 0.692 0.320 2.422  0.3279
H -1.046 0.225 1.603  0.3014
H 0.117 1.307 0.980  0.4353
H -1.724 0.003 -0.660  0.1174

Forces on the atoms, in the same order (eV/Å):
C 0.828 -0.931 -0.731
C -0.361 0.037 0.300
C -0.676 -1.720 -1.515
O -0.037 -0.470 0.833
O -1.254 -0.832 0.684
P 0.678 1.270 -1.941
H -0.070 -0.395 -0.470
H -0.359 0.728 1.316
H 0.245 0.182 1.297
H 0.459 1.801 0.176
H 0.546 0.330 0.051



[6]
The following is a quantum chemistry calculation of a structure of composition C3H5O2S, from the Open Molecules 2025 dataset.

Summary:
E_HOMO in eV: -14.5
Gap between HOMO and LUMO in eV: 9.183
Charge: +1

Last column: Mulliken charge in e.
Positions of all 11 atoms, in Å:
C -1.955 0.156 -0.645  -0.0381
C 0.055 -0.099 0.798  0.6410
C 1.460 -0.465 0.446  -0.4458
O -0.715 0.006 1.670  -0.3350
O -0.773 0.015 -0.796  -0.2217
S 1.915 1.187 0.027  -0.0992
H -2.663 0.100 -1.457  0.2992
H -2.367 0.284 0.393  0.2945
H 1.484 -0.987 -0.457  0.3233
H 1.916 -1.032 1.321  0.3622
H 1.644 0.835 -1.300  0.2198

Forces on the atoms, in the same order (eV/Å):
C -2.065 0.068 1.511
C -0.919 -1.615 1.731
C -1.558 -0.598 2.666
O 1.686 0.311 -1.568
O 1.537 -0.140 -0.239
S 0.865 1.121 -1.752
H 0.014 0.126 -0.637
H 0.269 0.005 -0.736
H -0.005 -1.412 -0.966
H -0.270 1.047 -1.122
H 0.446 1.087 1.112



For reference, energy relative to the best compared isomer or geometry (same formula, charge and spin) by record: 2.787; 2.927; 2.368; 4.190; 2.045; 0.000 eV.
For reference, total energy by record: -968.34268; -968.33751; -1366.52691; -608.99452; -609.07333; -665.62413 hartree.
For reference, largest force on an atom by record: 5.74; 6.62; 4.48; 3.46; 2.42; 3.15 eV/A.